Entry 1:
{"formula": "C30H44FN8", "method": "ωB97M-V/def2-TZVPD", "total_charge": -1, "mol_weight_g_mol": 535.74, "orbital_gap_ev": 4.5, "elements": ["C", "C", "F", "N", "C", "C", "C", "C", "N", "H", "H", "H", "H", "H", "H", "H", "H", "H", "H", "H", "H", "H", "H", "N", "C", "C", "C", "C", "H", "H", "H", "H", "H", "N", "C", "C", "C", "C", "H", "H", "H", "H", "H", "N", "C", "C", "C", "C", "H", "H", "H", "H", "H", "N", "C", "C", "C", "C", "H", "H", "H", "H", "H", "N", "C", "C", "C", "C", "H", "H", "H", "H", "H", "N", "C", "C", "C", "C", "H", "H", "H", "H", "H"], "coordinates": [[4.272, -0.529, 2.878], [4.066, 0.306, 1.529], [2.848, -0.132, 0.813], [4.186, 1.702, 1.684], [3.202, 2.229, 2.620], [1.731, 2.372, 2.005], [0.721, 1.636, 2.965], [0.388, 0.177, 2.512], [-0.875, -0.369, 3.094], [3.292, -1.035, 3.071], [5.059, -1.304, 2.767], [4.551, 0.143, 3.713], [4.911, -0.002, 0.865], [3.521, 3.284, 2.832], [3.167, 1.721, 3.620], [1.405, 3.440, 1.989], [1.698, 1.999, 0.962], [-0.243, 2.205, 3.012], [1.077, 1.603, 4.020], [1.250, -0.463, 2.795], [0.368, 0.176, 1.397], [-0.618, -1.291, 3.444], [-1.467, -0.575, 2.291], [1.172, 4.912, -1.706], [0.669, 6.184, -1.754], [1.326, 6.930, -0.807], [2.263, 6.074, -0.171], [2.146, 4.837, -0.751], [0.875, 4.146, -2.285], [-0.110, 6.445, -2.452], [1.152, 7.974, -0.597], [2.946, 6.335, 0.621], [2.668, 3.910, -0.565], [-2.989, -4.837, 2.538], [-2.398, -3.607, 2.661], [-2.926, -2.995, 3.769], [-3.868, -3.891, 4.338], [-3.883, -5.020, 3.559], [-2.795, -5.500, 1.812], [-1.657, -3.276, 1.953], [-2.663, -2.013, 4.130], [-4.465, -3.728, 5.220], [-4.451, -5.933, 3.641], [2.351, -3.519, 0.799], [1.444, -4.486, 1.132], [2.140, -5.583, 1.577], [3.519, -5.258, 1.515], [3.613, -3.976, 1.031], [2.124, -2.605, 0.438], [0.386, -4.311, 1.025], [1.706, -6.511, 1.913], [4.348, -5.889, 1.794], [4.468, -3.352, 0.833], [-5.362, -7.619, 1.113], [-6.071, -6.457, 0.963], [-7.389, -6.733, 1.217], [-7.479, -8.112, 1.538], [-6.212, -8.632, 1.468], [-4.372, -7.714, 0.983], [-5.578, -5.539, 0.689], [-8.200, -6.023, 1.178], [-8.371, -8.662, 1.792], [-5.843, -9.630, 1.638], [1.006, 1.764, -5.010], [2.277, 1.553, -5.474], [3.051, 1.151, -4.414], [2.216, 1.111, -3.269], [0.960, 1.491, -3.668], [0.230, 2.069, -5.566], [2.520, 1.709, -6.512], [4.101, 0.911, -4.457], [2.503, 0.835, -2.265], [0.040, 1.593, -3.114], [-1.502, 6.352, -6.752], [-2.007, 7.623, -6.800], [-1.352, 8.371, -5.855], [-0.414, 7.520, -5.217], [-0.528, 6.281, -5.793], [-1.801, 5.590, -7.331], [-2.785, 7.884, -7.498], [-1.526, 9.414, -5.646], [0.268, 7.785, -4.425], [-0.002, 5.359, -5.603]]}


Entry 2:
{"formula": "C32H71F3NO8", "method": "ωB97M-V/def2-TZVPD", "total_charge": 1, "mol_weight_g_mol": 654.91, "orbital_gap_ev": 8.5, "elements": ["C", "C", "C", "C", "C", "C", "C", "C", "C", "O", "N", "C", "C", "C", "C", "C", "C", "C", "C", "C", "C", "C", "O", "C", "C", "F", "F", "F", "C", "C", "C", "O", "C", "C", "H", "H", "H", "H", "H", "H", "H", "H", "H", "H", "H", "H", "H", "H", "H", "H", "H", "H", "H", "H", "H", "H", "H", "H", "H", "H", "H", "H", "H", "H", "H", "H", "H", "H", "H", "H", "H", "H", "H", "H", "H", "H", "H", "H", "H", "H", "H", "H", "H", "H", "H", "C", "O", "H", "H", "H", "H", "C", "O", "H", "H", "H", "H", "C", "O", "H", "H", "H", "H", "C", "O", "H", "H", "H", "H", "C", "O", "H", "H", "H", "H"], "coordinates": [[8.113, 1.198, 0.089], [6.835, 0.720, -0.580], [5.578, 1.125, 0.203], [4.543, 1.844, -0.667], [3.590, 0.944, -1.455], [2.405, 0.305, -0.697], [1.227, 0.328, -1.668], [1.643, -0.425, -2.920], [1.442, 0.226, -4.263], [0.631, -0.806, -3.769], [2.037, 1.207, 0.465], [0.791, 0.818, 1.198], [0.932, -0.582, 1.825], [-0.355, -1.418, 1.818], [-1.016, -1.824, 0.490], [-2.156, -0.871, 0.098], [-3.237, -1.553, -0.743], [-4.082, -0.620, -1.646], [-4.054, 0.861, -1.264], [-2.969, 1.683, -1.988], [-3.534, 2.748, -2.945], [-2.975, 2.690, -4.352], [-3.722, 1.788, -5.145], [-3.004, 0.705, -5.676], [1.203, -0.295, 3.309], [0.136, 0.310, 3.877], [1.422, -1.415, 4.005], [2.239, 0.552, 3.502], [2.163, -1.343, 1.297], [2.544, -1.152, -0.190], [3.880, -1.863, -0.420], [3.684, -2.820, -1.440], [4.855, -3.160, -2.188], [4.833, -4.643, -2.468], [8.967, 0.795, -0.444], [8.193, 2.277, 0.018], [8.161, 0.894, 1.128], [6.817, 1.140, -1.582], [6.864, -0.361, -0.694], [5.166, 0.270, 0.736], [5.889, 1.833, 0.967], [4.019, 2.603, -0.089], [5.102, 2.412, -1.403], [3.161, 1.566, -2.235], [4.182, 0.202, -1.975], [0.387, -0.247, -1.301], [0.962, 1.344, -1.952], [2.498, -1.076, -2.823], [1.078, 1.227, -4.135], [2.310, -0.043, -4.842], [1.915, 2.145, 0.090], [2.781, 1.248, 1.161], [-0.097, 0.952, 0.598], [0.700, 1.544, 1.996], [-1.126, -0.941, 2.411], [-0.098, -2.324, 2.358], [-1.494, -2.781, 0.678], [-0.323, -1.993, -0.326], [-1.748, -0.047, -0.484], [-2.601, -0.459, 0.998], [-3.893, -2.100, -0.074], [-2.766, -2.298, -1.379], [-5.107, -0.961, -1.560], [-3.809, -0.747, -2.690], [-5.012, 1.301, -1.503], [-3.964, 0.966, -0.189], [-2.312, 0.984, -2.506], [-2.330, 2.158, -1.243], [-3.217, 3.714, -2.559], [-4.614, 2.702, -3.000], [-2.961, 3.677, -4.811], [-1.937, 2.363, -4.306], [-3.714, 0.033, -6.141], [-2.482, 0.147, -4.902], [-2.283, 1.025, -6.430], [2.023, -2.408, 1.435], [3.035, -1.077, 1.884], [1.826, -1.742, -0.741], [4.712, -1.208, -0.649], [4.152, -2.398, 0.491], [4.779, -2.645, -3.144], [5.763, -2.857, -1.675], [5.770, -4.985, -2.890], [4.591, -5.194, -1.567], [4.038, -4.848, -3.175], [-6.909, 3.429, 0.543], [-6.123, 2.242, 0.583], [-6.790, 3.891, -0.433], [-7.965, 3.195, 0.695], [-6.576, 4.133, 1.310], [-6.242, 1.854, 1.457], [1.662, 1.191, 6.576], [1.027, 0.347, 7.528], [2.669, 1.395, 6.931], [1.713, 0.710, 5.607], [1.118, 2.136, 6.481], [0.136, 0.164, 7.222], [-7.905, -3.168, -1.133], [-6.522, -3.065, -0.797], [-8.010, -2.846, -2.165], [-8.259, -4.197, -1.045], [-8.518, -2.525, -0.497], [-6.423, -3.348, 0.114], [5.234, -1.188, 4.967], [5.288, -1.100, 3.539], [6.011, -1.878, 5.279], [5.416, -0.210, 5.416], [4.262, -1.566, 5.293], [4.598, -0.496, 3.259], [-8.729, 1.658, 3.487], [-7.325, 1.788, 3.720], [-8.906, 1.967, 2.460], [-9.058, 0.623, 3.604], [-9.305, 2.302, 4.154], [-7.144, 1.519, 4.623]]}


Entry 3:
{"formula": "C7H11N4", "method": "ωB97M-V/def2-TZVPD", "smiles": "C#CCn1[nH]cn/c1=[NH+]\\CC", "total_charge": 1, "de_lowest_kcal_mol": 71.3, "mol_weight_g_mol": 151.19, "orbital_gap_ev": 10.6, "elements": ["C", "C", "C", "N", "N", "C", "N", "C", "N", "C", "C", "H", "H", "H", "H", "H", "H", "H", "H", "H", "H", "H"], "coordinates": [[-0.750, 1.468, 4.057], [-0.949, 1.030, 2.958], [-1.412, 0.321, 1.768], [-0.312, -0.358, 1.076], [0.593, -1.121, 1.720], [1.396, -1.592, 0.784], [1.068, -1.191, -0.402], [-0.033, -0.402, -0.215], [-0.656, 0.182, -1.216], [-0.282, 0.034, -2.633], [1.122, 0.559, -2.977], [-0.310, 1.828, 4.958], [-2.139, -0.454, 2.037], [-1.927, 0.975, 1.064], [0.643, -1.299, 2.711], [2.222, -2.259, 0.981], [-1.453, 0.761, -1.008], [-0.292, -1.037, -2.851], [-1.014, 0.564, -3.236], [1.106, 0.830, -4.039], [1.417, 1.454, -2.426], [1.895, -0.204, -2.892]]}


Entry 4:
{"formula": "C70H166N20O16", "method": "ωB97M-V/def2-TZVPD", "mol_weight_g_mol": 1544.22, "orbital_gap_ev": 8.6, "elements": ["C", "C", "C", "C", "C", "C", "N", "O", "C", "C", "C", "H", "H", "H", "H", "H", "H", "H", "H", "H", "H", "H", "H", "H", "H", "H", "H", "H", "H", "H", "C", "C", "C", "C", "C", "C", "N", "O", "C", "C", "C", "H", "H", "H", "H", "H", "H", "H", "H", "H", "H", "H", "H", "H", "H", "H", "H", "H", "H", "H", "C", "C", "C", "C", "C", "C", "N", "O", "C", "C", "C", "H", "H", "H", "H", "H", "H", "H", "H", "H", "H", "H", "H", "H", "H", "H", "H", "H", "H", "H", "C", "C", "C", "C", "C", "C", "N", "O", "C", "C", "C", "H", "H", "H", "H", "H", "H", "H", "H", "H", "H", "H", "H", "H", "H", "H", "H", "H", "H", "H", "C", "C", "C", "C", "C", "C", "N", "O", "C", "C", "C", "H", "H", "H", "H", "H", "H", "H", "H", "H", "H", "H", "H", "H", "H", "H", "H", "H", "H", "H", "C", "C", "C", "C", "C", "C", "N", "O", "C", "C", "C", "H", "H", "H", "H", "H", "H", "H", "H", "H", "H", "H", "H", "H", "H", "H", "H", "H", "H", "H", "C", "O", "N", "N", "H", "H", "H", "H", "C", "O", "N", "N", "H", "H", "H", "H", "C", "O", "N", "N", "H", "H", "H", "H", "C", "O", "N", "N", "H", "H", "H", "H", "C", "O", "N", "N", "H", "H", "H", "H", "C", "O", "N", "N", "H", "H", "H", "H", "C", "O", "N", "N", "H", "H", "H", "H", "C", "C", "C", "O", "H", "H", "H", "H", "H", "H", "H", "H", "C", "C", "C", "O", "H", "H", "H", "H", "H", "H", "H", "H", "C", "C", "C", "O", "H", "H", "H", "H", "H", "H", "H", "H"], "coordinates": [[3.193, -5.014, -0.550], [2.985, -5.461, -2.005], [1.913, -4.570, -2.664], [2.376, -3.225, -2.932], [3.613, -3.321, -3.878], [4.810, -4.043, -3.162], [4.283, -5.365, -2.798], [5.263, -6.131, -2.115], [5.990, -4.278, -4.181], [5.329, -3.062, -2.069], [2.537, -6.913, -2.128], [3.684, -5.777, 0.022], [2.201, -4.872, -0.027], [3.799, -4.131, -0.335], [1.652, -5.138, -3.558], [1.034, -4.621, -2.017], [2.679, -2.671, -1.977], [1.605, -2.673, -3.428], [3.869, -2.326, -4.290], [3.210, -3.851, -4.712], [7.030, -4.116, -3.734], [5.979, -5.253, -4.633], [5.938, -3.533, -4.998], [5.999, -2.450, -2.623], [4.502, -2.432, -1.755], [5.806, -3.604, -1.306], [2.673, -7.199, -3.149], [1.454, -6.940, -1.841], [3.156, -7.571, -1.539], [5.705, -5.612, -1.409], [-5.210, -3.537, -3.627], [-3.922, -3.345, -4.440], [-2.799, -2.972, -3.442], [-2.374, -4.114, -2.596], [-1.970, -5.310, -3.362], [-3.033, -5.711, -4.410], [-3.398, -4.542, -5.161], [-4.291, -4.957, -6.137], [-2.429, -6.730, -5.389], [-4.161, -6.405, -3.675], [-4.112, -2.236, -5.553], [-5.926, -4.203, -4.064], [-5.764, -2.601, -3.565], [-5.103, -3.866, -2.631], [-1.940, -2.699, -4.083], [-3.085, -2.053, -2.924], [-3.178, -4.384, -1.886], [-1.571, -3.845, -1.911], [-1.804, -6.172, -2.704], [-1.001, -5.118, -3.946], [-2.050, -6.186, -6.241], [-1.643, -7.195, -4.920], [-3.095, -7.510, -5.746], [-5.039, -6.561, -4.255], [-3.904, -7.372, -3.406], [-4.551, -5.917, -2.750], [-4.863, -2.521, -6.306], [-3.195, -2.258, -6.098], [-4.432, -1.267, -5.178], [-3.712, -5.082, -6.972], [-7.141, -1.323, -1.118], [-7.123, 0.116, -1.657], [-8.149, 0.956, -0.859], [-7.779, 1.357, 0.538], [-6.356, 2.015, 0.505], [-5.213, 1.150, -0.196], [-5.774, 0.754, -1.522], [-4.857, 0.011, -2.244], [-4.081, 2.151, -0.416], [-4.757, -0.009, 0.817], [-7.493, 0.271, -3.100], [-7.355, -1.440, -0.064], [-6.243, -1.886, -1.381], [-7.891, -1.858, -1.732], [-8.358, 1.841, -1.473], [-9.107, 0.383, -0.770], [-7.764, 0.510, 1.215], [-8.493, 2.135, 0.905], [-6.057, 2.349, 1.542], [-6.538, 2.998, 0.044], [-4.043, 2.634, 0.585], [-3.084, 1.657, -0.584], [-4.376, 2.922, -1.188], [-4.146, 0.399, 1.625], [-5.616, -0.540, 1.378], [-4.107, -0.704, 0.303], [-8.480, -0.133, -3.182], [-6.983, -0.410, -3.771], [-7.419, 1.319, -3.420], [-4.502, -0.740, -1.737], [-2.879, -1.729, 5.085], [-2.914, -3.302, 4.843], [-4.379, -3.710, 4.586], [-4.634, -4.914, 3.827], [-3.826, -4.908, 2.516], [-2.335, -4.619, 2.730], [-2.260, -3.391, 3.564], [-0.839, -3.086, 3.740], [-1.721, -5.996, 3.306], [-1.719, -4.300, 1.302], [-2.202, -3.993, 6.022], [-3.225, -1.198, 4.250], [-1.811, -1.508, 5.254], [-3.457, -1.476, 5.965], [-4.929, -3.650, 5.565], [-4.660, -2.882, 3.962], [-5.720, -5.023, 3.547], [-4.415, -5.740, 4.481], [-4.087, -3.978, 1.977], [-4.032, -5.870, 2.009], [-1.627, -6.674, 2.517], [-0.755, -5.861, 3.836], [-2.403, -6.450, 4.091], [-1.814, -3.206, 1.118], [-0.602, -4.529, 1.291], [-2.191, -4.727, 0.472], [-1.132, -3.714, 6.178], [-2.206, -5.097, 6.078], [-2.598, -3.623, 6.926], [-0.808, -2.305, 3.184], [2.254, 5.361, 5.346], [3.360, 4.447, 6.040], [2.815, 2.985, 5.930], [3.902, 1.974, 6.180], [5.200, 2.267, 5.376], [5.689, 3.716, 5.413], [4.510, 4.521, 5.223], [4.937, 5.829, 5.078], [6.388, 3.968, 6.788], [6.734, 3.995, 4.262], [3.377, 4.831, 7.542], [2.398, 5.231, 4.244], [2.339, 6.437, 5.595], [1.352, 5.006, 5.725], [1.962, 2.826, 6.651], [2.402, 2.961, 4.900], [3.522, 0.988, 5.877], [4.069, 1.758, 7.263], [5.140, 1.976, 4.339], [6.035, 1.687, 5.793], [7.370, 3.500, 6.771], [6.559, 4.999, 7.133], [5.831, 3.482, 7.567], [6.983, 5.039, 4.157], [7.658, 3.457, 4.502], [6.303, 3.605, 3.284], [2.346, 4.733, 7.907], [3.791, 5.811, 7.716], [3.877, 4.126, 8.204], [5.193, 6.152, 5.953], [0.340, 0.779, 3.271], [-0.761, 1.258, 2.324], [-0.396, 2.660, 1.735], [0.589, 2.461, 0.605], [-0.025, 1.478, -0.455], [-0.222, 0.071, 0.181], [-1.146, 0.301, 1.285], [-1.492, -0.891, 2.022], [-0.990, -0.911, -0.774], [1.098, -0.723, 0.555], [-1.998, 1.632, 3.205], [1.359, 1.168, 3.117], [0.588, -0.286, 3.111], [-0.056, 0.812, 4.281], [-1.306, 3.032, 1.287], [-0.064, 3.310, 2.522], [1.554, 2.098, 0.957], [0.791, 3.363, 0.069], [0.519, 1.450, -1.388], [-1.014, 1.858, -0.769], [-1.962, -0.531, -0.880], [-0.531, -0.910, -1.783], [-0.941, -1.957, -0.439], [1.723, -1.108, -0.336], [1.859, -0.208, 1.204], [0.753, -1.667, 1.037], [-2.720, 2.262, 2.710], [-1.705, 2.164, 4.160], [-2.439, 0.743, 3.660], [-2.453, -0.963, 1.884], [3.915, 1.777, -0.656], [4.098, 1.743, 0.605], [3.848, 0.590, -1.304], [3.744, 2.962, -1.245], [3.942, 0.499, -2.290], [4.360, -0.170, -0.795], [3.610, 3.853, -0.670], [3.382, 3.017, -2.227], [4.528, -1.199, 2.311], [4.474, -2.419, 2.544], [5.504, -0.636, 1.450], [3.698, -0.267, 2.916], [5.705, 0.365, 1.524], [6.324, -1.223, 1.445], [3.783, 0.693, 2.644], [2.994, -0.497, 3.611], [2.426, -2.367, 6.549], [3.281, -2.211, 7.319], [1.813, -1.250, 5.911], [1.727, -3.575, 6.295], [0.915, -1.380, 5.580], [1.872, -0.469, 6.519], [1.216, -3.692, 5.444], [2.391, -4.345, 6.510], [1.655, 1.314, -4.270], [2.779, 1.699, -3.953], [1.205, 0.150, -3.695], [0.879, 2.065, -5.031], [0.493, -0.324, -4.194], [1.865, -0.431, -3.205], [-0.082, 1.902, -5.269], [1.264, 2.883, -5.486], [3.068, 5.161, 1.443], [2.780, 5.146, 0.215], [3.510, 4.090, 2.152], [2.937, 6.295, 2.149], [3.700, 3.303, 1.538], [3.929, 4.253, 3.073], [3.666, 6.432, 2.835], [2.950, 7.065, 1.501], [-0.233, -1.891, -7.118], [-0.181, -1.996, -5.923], [0.484, -2.753, -7.918], [-1.028, -0.946, -7.750], [1.023, -3.313, -7.336], [0.354, -2.815, -8.907], [-1.610, -0.431, -7.142], [-1.355, -1.079, -8.723], [-2.969, 1.371, -5.137], [-2.059, 1.631, -5.975], [-4.318, 1.276, -5.473], [-2.632, 1.239, -3.798], [-5.007, 1.481, -4.766], [-4.489, 1.702, -6.358], [-1.688, 1.143, -3.475], [-3.366, 0.952, -3.165], [0.287, 5.552, -2.369], [0.042, 6.630, -1.288], [0.432, 8.082, -1.618], [-1.428, 6.786, -1.266], [-0.003, 5.758, -3.399], [-0.201, 4.646, -2.053], [1.361, 5.320, -2.385], [0.452, 6.374, -0.278], [1.491, 8.270, -1.772], [0.211, 8.730, -0.733], [-0.119, 8.341, -2.512], [-1.887, 6.043, -1.613], [5.967, 2.166, -5.230], [6.222, 1.018, -4.338], [6.853, 1.324, -3.007], [5.028, 0.281, -4.220], [5.650, 1.767, -6.221], [6.907, 2.812, -5.284], [5.089, 2.785, -4.830], [6.872, 0.312, -4.944], [7.102, 0.419, -2.387], [6.167, 2.002, -2.491], [7.747, 1.903, -3.115], [4.325, 0.945, -4.093], [-1.100, 8.831, 2.086], [-2.290, 7.935, 2.414], [-3.621, 8.643, 2.279], [-2.280, 6.712, 1.754], [-1.236, 9.721, 2.653], [-1.091, 9.061, 0.995], [-0.102, 8.354, 2.242], [-2.196, 7.719, 3.504], [-3.797, 8.956, 1.251], [-3.676, 9.552, 2.819], [-4.493, 8.052, 2.615], [-2.254, 6.805, 0.791]]}


| no. | LUMO level (hartree) |
| --- | --- |
| 1 | 0.068 |
| 2 | -0.099 |
| 3 | -0.106 |
| 4 | 0.013 |